No. 1
# C7H8O

One molecule with the formula C7H8O at a distorted geometry (ωB97M-V/def2-TZVPD, the OMol25 dataset).

E_tot = -9431.55987 eV
gap between HOMO and LUMO = 8.402 eV
F_max = 4.96 eV/Å
energy relative to the best compared isomer or geometry (same formula, charge and spin) = 108.0 kcal per mole
SMILES = C/C=c1\c(=O)\c1=C/C
LUMO energy = -0.71 eV

Element x y z (Å)
C (-0.0725, -0.7547, -0.1228)
C (0.0252, 0.6792, -0.5908)
C (-1.0401, -0.2209, -1.0879)
C (0.0165, -1.5969, 0.8560)
C (0.6236, 1.8691, -0.2773)
C (-1.1915, -2.8345, 0.7845)
C (0.1805, 3.1561, -0.8628)
O (-2.0369, -0.3028, -1.7621)
H (0.7812, -1.6174, 1.6307)
H (1.4894, 1.8037, 0.3810)
H (-1.6360, -2.7988, 1.7677)
H (-0.9587, -3.8709, 0.4919)
H (-1.7560, -2.3754, 0.0507)
H (0.9926, 3.6584, -1.4240)
H (-0.1605, 3.8263, -0.0450)
H (-0.7788, 2.8686, -1.4496)



No. 2
# C7H8O

One molecule with the formula C7H8O at a distorted geometry (ωB97M-V/def2-TZVPD, the OMol25 dataset).

E_tot = -9430.43275 eV
gap between HOMO and LUMO = 9.491 eV
F_max = 5.27 eV/Å
energy relative to the best compared isomer or geometry (same formula, charge and spin) = 134.0 kcal per mole
SMILES = C1=C[C@@H]2C[C@H]2C=CO1
LUMO energy = 1.07 eV

Element x y z (Å)
C (2.0293, -0.3654, 0.4372)
C (0.8585, 0.6877, 0.3314)
C (0.1179, 1.3513, -0.9156)
C (-1.0731, 0.9339, -1.2604)
C (-1.7932, -0.4950, 0.5932)
C (-0.7454, -1.2861, 1.0439)
C (0.5487, -0.8754, 0.2884)
H (2.5891, -0.0862, 1.2799)
H (2.6786, -0.3723, -0.5813)
H (0.5643, 1.0881, 1.3162)
H (0.8843, 1.5976, -1.7038)
H (-1.5366, 1.0536, -2.3173)
H (-2.8735, -0.4821, 0.7361)
H (-0.9391, -1.8228, 1.9478)
H (0.5576, -1.1962, -0.6799)
O (-1.8674, 0.2691, -0.5158)



No. 3
# C7H8O

One molecule with the formula C7H8O at a distorted geometry (ωB97M-V/def2-TZVPD, the OMol25 dataset).

E_tot = -9428.34773 eV
2S+1 = 3
gap between HOMO and LUMO (alpha / beta) = 6.707 / 8.062 eV
F_max = 3.50 eV/Å
energy relative to the best compared isomer or geometry (same formula, charge and spin) = 33.3 kcal per mole
expectation value of S² = 2.024
LUMO energy (alpha / beta) = 1.08 / -1.38 eV

Element x y z (Å)
C (1.0757, -0.2808, -0.0853)
C (1.3057, -1.1170, -1.0639)
C (0.6666, -0.4749, 1.3267)
C (1.1291, -0.1144, -2.2169)
C (-0.8638, -0.1413, 1.3988)
C (-1.4868, 0.7354, 0.2774)
C (0.3714, 0.5205, -1.0671)
O (-0.9587, 0.5328, -1.0500)
H (0.9711, -1.5163, 1.5978)
H (1.3393, 0.0829, 2.0949)
H (2.1786, 0.3922, -2.3989)
H (0.6291, -0.3315, -3.1083)
H (-1.3239, -1.1562, 1.5047)
H (-0.9490, 0.4551, 2.2952)
H (-2.6095, 0.5618, 0.1883)
H (-1.4749, 1.8516, 0.3066)